(1)
Entry from OMol25: one molecule with the formula C7H12N4O4 in a non-equilibrium geometry (ωB97M-V with the def2-TZVPD basis set).

Structure (ORCA input):
```
! RIJCOSX wB97M-V def2-TZVPD def2/J DEFGRID3
* xyz 0 1
N -0.833 0.034 -4.149
C -0.703 0.203 -2.805
O -0.871 1.390 -2.493
C -0.335 -0.868 -1.846
N 0.025 -2.095 -2.176
C 0.212 -2.732 -0.949
N -0.104 -1.982 0.073
N -0.378 -0.782 -0.445
C -0.718 0.394 0.470
C -2.102 0.255 1.163
O -2.090 -0.937 1.939
O 0.282 0.347 1.464
C 1.456 1.107 1.128
C 2.524 1.178 2.272
O 2.036 1.367 3.612
H -0.719 -0.913 -4.495
H -1.363 0.739 -4.621
H 0.502 -3.767 -0.862
H -0.704 1.327 -0.106
H -2.282 1.113 1.850
H -2.909 0.188 0.424
H -1.552 -1.612 1.475
H 1.203 2.130 0.817
H 1.917 0.695 0.254
H 3.104 0.306 2.217
H 3.230 1.998 2.027
H 1.171 0.913 3.763
*
```

The calculation puts the HOMO-LUMO gap at 10.322 eV. As for the SMILES: NC(=O)c1ncnn1[C@@H](CO)OCCO. The energy above the lowest of the compared OMol25 structures with the same formula, charge and spin comes out at 0.306 eV.

(2)
Entry from OMol25: one molecule with the formula C7H12N5O2P (ωB97M-V with the def2-TZVPD basis set).

Structure (ORCA input):
```
! RIJCOSX wB97M-V def2-TZVPD def2/J DEFGRID3
* xyz 0 1
C -3.682 -0.282 -0.683
C -2.555 0.738 -0.504
P -1.055 0.405 -1.550
C -1.067 -1.418 -1.816
C 0.183 -1.968 -2.513
C 0.281 0.653 -0.315
N 0.056 1.528 0.680
N 1.040 1.813 1.484
C 2.201 1.187 1.285
C 3.347 1.514 2.209
O 3.030 1.403 3.586
N 2.316 0.160 3.858
O 3.009 -0.608 4.376
N 2.437 0.318 0.306
N 1.463 0.062 -0.529
H -3.395 -1.277 -0.343
H -4.547 0.022 -0.091
H -3.998 -0.350 -1.726
H -2.261 0.829 0.541
H -2.917 1.715 -0.830
H -1.275 -1.981 -0.903
H -1.927 -1.575 -2.475
H -0.042 -2.941 -2.953
H 0.998 -2.102 -1.805
H 0.534 -1.292 -3.294
H 4.206 0.890 1.949
H 3.620 2.559 2.055
*
```

The calculation puts the HOMO-LUMO gap at 8.078 eV. As for the SMILES: CCP(CC)c1nnc(CON=O)nn1.

(3)
Entry from OMol25: one molecule with the formula C7H12N6O4S2 in a non-equilibrium geometry (ωB97M-V with the def2-TZVPD basis set).

Structure (ORCA input):
```
! RIJCOSX wB97M-V def2-TZVPD def2/J DEFGRID3
* xyz 0 1
C -0.245 0.417 2.418
N 0.630 0.251 1.248
N 1.054 1.389 0.643
C 1.953 1.105 -0.275
S 2.447 2.177 -1.661
N 3.034 3.523 -0.937
O 1.399 2.795 -2.471
O 3.586 1.771 -2.501
S 2.472 -0.537 -0.396
C 1.198 -0.924 0.731
N 0.925 -2.210 0.875
C -0.148 -2.519 1.656
O 0.018 -2.440 2.858
C -1.502 -2.967 1.056
N -1.788 -2.255 -0.214
C -2.377 -1.001 -0.258
O -3.048 -0.648 0.699
C -2.218 -0.103 -1.513
N -0.791 0.299 -1.703
H -1.096 -0.221 2.454
H 0.361 0.290 3.288
H -0.652 1.424 2.425
H 3.944 3.655 -1.348
H 2.367 4.243 -1.229
H -2.271 -2.841 1.806
H -1.418 -4.040 0.827
H -1.203 -2.469 -1.006
H -2.916 0.755 -1.479
H -2.567 -0.633 -2.419
H -0.648 0.789 -2.601
H -0.498 0.927 -0.971
*
```

The calculation puts the HOMO-LUMO gap at 8.307 eV. As for the SMILES: Cn1nc(S(N)(=O)=O)s/c1=N/C(=O)CNC(=O)CN.

(4)
Entry from OMol25: an isolated ion of composition C7H12NO2 and charge +1 in a non-equilibrium geometry (ωB97M-V with the def2-TZVPD basis set).

Structure (ORCA input):
```
! RIJCOSX wB97M-V def2-TZVPD def2/J DEFGRID3
* xyz 1 1
C 0.560 0.222 -1.172
C 2.750 -0.749 -0.359
C -2.549 -0.514 0.745
C -0.656 0.883 -0.532
C 1.325 -0.574 -0.097
C -1.467 -0.186 -0.088
C -0.417 1.930 0.632
N 0.351 -1.475 0.530
O 2.234 -0.019 0.778
O -2.215 -1.125 -0.565
H 0.067 -0.322 -2.010
H 1.324 0.998 -1.583
H 3.203 -1.593 0.018
H 3.238 -0.270 -1.275
H -2.461 -1.252 1.516
H -3.407 -0.011 0.864
H -1.045 1.529 -1.396
H -0.093 1.393 1.419
H -1.329 2.287 0.805
H 0.172 2.759 0.190
H 0.144 -2.394 0.083
H 0.270 -1.519 1.497
*
```

The calculation puts the HOMO-LUMO gap at 9.533 eV. The energy above the lowest of the compared OMol25 structures with the same formula, charge and spin comes out at 5.470 eV.

(5)
Entry from OMol25: one molecule with the formula C7H12NO2P in a non-equilibrium geometry (ωB97M-V with the def2-TZVPD basis set).

Structure (ORCA input):
```
! RIJCOSX wB97M-V def2-TZVPD def2/J DEFGRID3
* xyz 0 1
C 2.932 1.546 0.552
C 2.068 0.825 -0.189
C 1.616 -0.566 -0.161
C 0.900 -1.091 -1.455
C 0.137 -0.820 -0.104
N -0.123 -1.837 0.813
P -0.916 0.696 0.092
O -0.682 1.761 -0.948
O -0.560 1.004 1.674
C -2.738 0.245 0.360
C -3.406 -0.011 -0.804
H 3.080 2.662 0.508
H 3.424 1.101 1.429
H 1.502 1.300 -1.055
H 2.134 -1.325 0.290
H 0.731 -0.442 -2.322
H 1.023 -2.150 -1.710
H -1.151 -2.029 0.718
H 0.057 -1.716 1.814
H 0.381 1.156 1.755
H -2.972 -0.218 1.320
H -4.344 -0.487 -0.740
H -3.093 0.397 -1.838
*
```

The calculation puts the HOMO-LUMO gap at 9.761 eV. As for the SMILES: C=C[C@@H]1C[C@]1(N)[P@](=O)(O)C=C. The energy above the lowest of the compared OMol25 structures with the same formula, charge and spin comes out at 1.005 eV.

| no. | HOMO (eV) |
| --- | --- |
| 1 | -10.243 |
| 2 | -8.865 |
| 3 | -9.045 |
| 4 | -14.227 |
| 5 | -9.130 |